Entry from OMol25: a structure of composition C17H35BNO4P2Pm at a distorted geometry (wB97M-V/def2-TZVPD).

Geometry (Å):
Pm: 0.86305 0.57594 -0.66798
P: 0.36980 0.67168 2.29869
C: 1.04622 -0.92202 3.05148
C: 1.17980 -1.98852 1.96784
N: 0.69756 -1.85830 0.68587
C: 0.34234 -2.98561 -0.00346
C: 0.49951 -4.23550 0.57712
C: 1.14593 -4.38252 1.79966
C: 1.58864 -3.24217 2.45294
C: -0.38773 -2.97582 -1.35063
P: 0.01302 -1.55440 -2.43240
H: 2.03400 -3.36208 3.44117
H: 0.11675 -5.08932 0.03548
H: 1.29356 -5.36734 2.23833
H: -0.27488 -3.90060 -1.94676
H: -1.47816 -2.94021 -1.21537
H: 2.05098 -0.79397 3.52934
H: 0.41343 -1.38993 3.83419
H: 5.97808 0.38044 0.15280
O: 5.61777 0.11092 1.06657
H: 5.50211 -0.85691 1.06246
H: 0.34392 2.44226 0.15971
O: 1.89148 1.54581 -2.30607
H: 2.80704 1.58441 -2.65410
C: 1.36476 -2.40073 -3.40231
H: 1.02600 -3.33562 -3.88782
H: 1.76257 -1.69269 -4.14562
H: 2.17675 -2.65815 -2.71033
C: -1.33431 -1.75267 -3.68642
H: -1.22583 -0.99460 -4.47971
H: -1.38449 -2.75556 -4.14964
H: -2.29785 -1.57476 -3.19025
C: -0.84578 0.93379 3.63720
H: -0.41486 1.37701 4.55655
H: -1.62711 1.61051 3.27418
H: -1.30500 -0.04417 3.86566
C: 1.73657 1.83853 2.81190
H: 1.54991 2.78082 2.27221
H: 1.71092 2.07150 3.89843
H: 2.74487 1.49688 2.50606
C: -4.13081 1.55676 -1.76603
C: -3.01766 2.17446 -0.95441
C: -2.36595 3.27548 -1.80795
O: -1.99029 1.14729 -0.70882
B: -1.51272 1.40334 0.62963
O: -2.51142 1.97467 1.38469
C: -3.46865 2.66163 0.50510
C: -3.32567 4.15463 0.78533
C: -4.85031 2.22049 0.93318
H: -3.72354 1.28323 -2.74434
H: -4.93020 2.29723 -1.93614
H: -4.57777 0.68043 -1.27675
H: -2.19734 2.87692 -2.82664
H: -3.07869 4.11232 -1.92744
H: -1.40352 3.63604 -1.38249
H: -4.04953 4.72145 0.18393
H: -3.58816 4.31465 1.83942
H: -2.30867 4.52123 0.57687
H: -4.99723 1.15233 0.74537
H: -4.95134 2.45220 1.99539
H: -5.64538 2.77150 0.41622

The spin multiplicity is 5. For the highest occupied orbital energy (alpha / beta), the calculation gives -15.35 / -15.34 eV. For the energy relative to the best compared isomer or geometry (same formula, charge and spin), the calculation gives 0.0000 eV. The orbital gap (alpha / beta) is 7.1 / 7.1 eV. Its total charge is +2.

The Mulliken scheme yields these atomic charges, measured in e: number 1, Pm, carries 0.469; number 2, P, carries 0.811; number 3, C, carries -1.095; number 4, C, carries 0.565; number 5, N, carries 0.176; number 6, C, carries 0.416; number 7, C, carries -0.800; number 8, C, carries -0.526; number 9, C, carries -0.961; number 10, C, carries -0.996; number 11, P, carries 0.752; number 12, H, carries 0.466; number 13, H, carries 0.433; number 14, H, carries 0.463; number 15, H, carries 0.549; number 16, H, carries 0.463; number 17, H, carries 0.488; number 18, H, carries 0.528; number 19, H, carries 0.332; number 20, O, carries -0.635; number 21, H, carries 0.321; number 22, H, carries -0.132; number 23, O, carries -0.716; number 24, H, carries 0.253; number 25, C, carries -1.321; number 26, H, carries 0.386; number 27, H, carries 0.392; number 28, H, carries 0.388; number 29, C, carries -1.191; number 30, H, carries 0.412; number 31, H, carries 0.385; number 32, H, carries 0.344; number 33, C, carries -1.286; number 34, H, carries 0.476; number 35, H, carries 0.158; number 36, H, carries 0.455; number 37, C, carries -1.397; number 38, H, carries 0.421; number 39, H, carries 0.416; number 40, H, carries 0.412; number 41, C, carries -1.855; number 42, C, carries 1.379; number 43, C, carries -1.708; number 44, O, carries -0.766; number 45, B, carries 1.980; number 46, O, carries -0.581; number 47, C, carries 1.386; number 48, C, carries -1.820; number 49, C, carries -1.894; number 50, H, carries 0.487; number 51, H, carries 0.384; number 52, H, carries 0.329; number 53, H, carries 0.455; number 54, H, carries 0.446; number 55, H, carries 0.235; number 56, H, carries 0.413; number 57, H, carries 0.464; number 58, H, carries 0.323; number 59, H, carries 0.376; number 60, H, carries 0.480; number 61, H, carries 0.409

Entry from OMol25: a structure of composition C17H35Br4NaO13 at a distorted geometry (wB97M-V/def2-TZVPD).

Geometry (Å):
Na: -0.89272 0.21162 -2.69209
C: 0.30159 -0.72775 0.69838
O: -0.10705 -0.50651 -0.58066
H: -0.33294 -1.46953 1.22491
H: 1.36663 -1.01518 0.81617
H: 0.25632 0.14235 1.39345
Br: 3.24807 -4.44243 1.10513
C: 2.18921 -3.43899 2.44763
C: 2.77065 -3.83604 3.80364
Br: 1.71068 -2.98494 5.25524
H: 1.17265 -3.78344 2.28752
H: 2.28383 -2.39002 2.19109
H: 3.77213 -3.41944 3.81183
H: 2.70924 -4.90465 3.95721
Br: -1.70118 1.23042 5.53314
C: -0.58795 -0.16276 4.61752
C: -0.97515 -0.43280 3.18452
Br: -2.81287 -1.06794 3.02566
H: -0.73861 -1.04308 5.23059
H: 0.41137 0.26071 4.64170
H: -0.35163 -1.20782 2.74679
H: -0.88861 0.46625 2.58016
C: 2.35047 1.19504 0.81780
O: 1.23981 2.09970 0.83707
C: 0.69073 2.41149 1.98499
O: 1.02547 2.09000 3.09898
O: -0.39712 3.13995 1.70708
C: -1.15086 3.77132 2.73029
H: 2.98259 1.45632 1.67345
H: 2.88179 1.40497 -0.10168
H: 2.10883 0.14899 0.99667
H: -1.63660 3.03220 3.36827
H: -1.92222 4.37499 2.26136
H: -0.52514 4.39321 3.37018
C: -2.44257 1.65310 0.35434
O: -3.62207 2.20889 -0.20791
C: -3.82942 1.84984 -1.47279
O: -3.03054 1.24402 -2.13672
O: -5.06139 2.19317 -1.78661
C: -5.57232 1.83795 -3.05730
H: -1.55599 2.09174 -0.10431
H: -2.38010 0.56818 0.25119
H: -2.38771 1.83298 1.42604
H: -4.86494 1.58690 -3.84510
H: -6.20403 2.62094 -3.47686
H: -6.24408 0.99759 -2.86547
C: 2.59014 0.25183 -1.81670
O: 3.83714 0.62938 -2.41204
C: 4.55170 1.47893 -1.67949
O: 4.33360 1.83502 -0.55703
O: 5.63661 1.83992 -2.37548
C: 6.37250 2.95883 -1.89805
H: 2.57551 -0.00130 -0.76111
H: 2.34237 -0.68620 -2.31401
H: 1.80863 0.96853 -2.05632
H: 7.15186 3.16815 -2.62352
H: 6.81125 2.64095 -0.94954
H: 5.76576 3.84925 -1.73763
C: -2.26293 -2.74606 -1.16400
O: -2.64436 -3.37232 -2.39343
C: -2.18041 -2.82514 -3.49542
O: -1.57106 -1.78685 -3.59742
O: -2.45015 -3.64167 -4.50254
C: -2.37751 -3.17021 -5.83827
H: -1.19130 -2.73046 -0.95352
H: -2.58919 -3.41803 -0.36849
H: -2.68938 -1.75359 -1.06582
H: -2.38982 -2.08058 -5.84646
H: -3.22752 -3.57570 -6.38095
H: -1.45974 -3.51421 -6.31524

For the highest occupied orbital energy, the calculation gives -7.37 eV. The orbital gap is 7.0 eV.

The Mulliken scheme yields these atomic charges, measured in e: number 1, Na, carries 1.060; number 2, C, carries -0.289; number 3, O, carries -0.450; number 4, H, carries 0.464; number 5, H, carries -0.389; number 6, H, carries -0.312; number 7, Br, carries -0.168; number 8, C, carries -0.457; number 9, C, carries -0.559; number 10, Br, carries -0.184; number 11, H, carries 0.411; number 12, H, carries 0.045; number 13, H, carries 0.401; number 14, H, carries 0.422; number 15, Br, carries -0.213; number 16, C, carries -1.062; number 17, C, carries 1.689; number 18, Br, carries -0.120; number 19, H, carries 0.574; number 20, H, carries 0.437; number 21, H, carries -0.044; number 22, H, carries -1.152; number 23, C, carries 0.068; number 24, O, carries -0.272; number 25, C, carries 0.782; number 26, O, carries -0.620; number 27, O, carries -0.344; number 28, C, carries -0.603; number 29, H, carries 0.374; number 30, H, carries 0.277; number 31, H, carries -0.182; number 32, H, carries 0.124; number 33, H, carries 0.254; number 34, H, carries 0.338; number 35, C, carries 0.384; number 36, O, carries -0.463; number 37, C, carries 0.672; number 38, O, carries -0.554; number 39, O, carries -0.361; number 40, C, carries -0.694; number 41, H, carries 0.222; number 42, H, carries -0.127; number 43, H, carries 0.023; number 44, H, carries 0.313; number 45, H, carries 0.267; number 46, H, carries 0.285; number 47, C, carries -0.621; number 48, O, carries -0.405; number 49, C, carries 0.796; number 50, O, carries -0.592; number 51, O, carries -0.373; number 52, C, carries -0.652; number 53, H, carries 0.376; number 54, H, carries 0.296; number 55, H, carries 0.240; number 56, H, carries 0.228; number 57, H, carries 0.279; number 58, H, carries 0.297; number 59, C, carries -0.476; number 60, O, carries -0.335; number 61, C, carries 0.750; number 62, O, carries -0.629; number 63, O, carries -0.346; number 64, C, carries -0.671; number 65, H, carries 0.243; number 66, H, carries 0.330; number 67, H, carries 0.161; number 68, H, carries 0.326; number 69, H, carries 0.243; number 70, H, carries 0.267

Number 1: energy -63671.70132 eV, molar mass 535.2 g mol⁻¹. Number 2: energy -329398.16043 eV, molar mass 790.1 g mol⁻¹.